1.
100
Properties=species:S:1:pos:R:3:forces:R:3 method="wB97M-V/def2-TZVPD" total_charge=-2 total_energy_ev=-58835.22135
Pd -0.324 -0.255 -0.700 0.0 0.0 0.0
C -1.920 3.452 -5.423 0.0 -0.1 0.0
C -3.051 2.708 -4.699 0.1 0.0 0.0
C -2.566 1.499 -3.962 0.0 -0.1 0.0
C -2.615 0.207 -4.349 0.0 -0.1 0.0
C -3.183 -0.369 -5.608 0.1 0.0 0.0
C -2.106 -0.740 -6.639 0.0 0.0 0.1
C -1.979 -0.584 -3.292 0.0 0.0 0.0
C -1.944 -1.954 -3.297 0.0 -0.1 -0.1
C -1.386 -2.719 -2.258 0.0 -0.1 0.0
C -1.503 -4.148 -2.166 -0.1 0.0 -0.1
C -2.264 -5.004 -3.127 -0.1 0.0 0.0
C -3.781 -4.977 -2.890 0.0 0.0 0.0
C -0.852 -4.524 -1.019 0.0 0.0 -0.1
C -0.333 -3.334 -0.444 -0.2 0.1 0.0
C 0.450 -3.297 0.680 0.1 -0.1 -0.1
C 1.105 -2.228 1.233 -0.1 0.0 0.3
N 1.068 -0.909 0.783 -0.2 -0.1 -0.1
C 2.032 -0.285 1.469 0.3 -0.2 0.2
C 1.425 2.066 1.840 0.1 -0.2 0.0
C 0.214 2.403 1.024 0.1 0.1 0.0
N -0.297 1.786 -0.070 0.0 -0.2 -0.2
C -1.126 2.730 -0.663 -0.1 0.0 0.2
C -1.771 2.617 -1.912 0.0 0.2 0.1
C -1.896 1.524 -2.678 -0.1 -0.2 -0.1
N -1.515 0.234 -2.315 0.1 0.1 0.0
C -1.165 3.903 0.097 0.0 0.0 -0.1
C -0.310 3.699 1.172 -0.1 -0.1 0.2
C 0.011 4.702 2.242 0.0 0.0 0.0
C -0.894 4.610 3.479 0.0 0.0 0.0
C -1.884 5.172 -0.251 0.1 0.0 -0.1
C -1.052 6.094 -1.154 0.0 0.0 0.0
C 2.698 -1.168 2.405 -0.1 0.0 0.2
C 2.075 -2.387 2.264 0.2 0.1 -0.1
C 2.370 -3.712 2.916 0.1 0.0 -0.2
C 3.497 -4.477 2.209 0.0 0.1 0.0
C 3.756 -0.698 3.375 -0.1 -0.2 0.0
C 4.073 -1.582 4.583 -0.1 0.0 -0.1
N -0.678 -2.235 -1.218 0.1 0.1 0.1
C -0.713 -5.903 -0.451 -0.1 0.0 0.1
C -1.750 -6.210 0.636 0.0 0.0 0.0
H -2.284 4.356 -5.920 0.0 0.0 0.0
H -1.461 2.806 -6.176 0.0 0.0 0.0
H -1.141 3.736 -4.713 0.0 0.0 0.0
H -3.810 2.410 -5.425 -0.1 0.0 0.0
H -3.538 3.394 -4.000 0.0 0.0 0.0
H -3.879 0.346 -6.055 0.0 0.0 0.0
H -3.768 -1.262 -5.367 0.0 0.0 0.0
H -1.510 0.140 -6.894 0.0 0.0 0.0
H -2.545 -1.139 -7.559 0.0 0.0 0.1
H -1.427 -1.488 -6.223 0.0 0.0 0.0
H -2.428 -2.477 -4.112 0.0 0.0 0.0
H -1.909 -6.037 -3.059 0.0 0.0 0.0
H -2.062 -4.678 -4.153 0.0 0.0 0.0
H -4.011 -5.302 -1.871 0.0 0.0 -0.1
H -4.317 -5.629 -3.590 0.0 0.0 0.0
H -4.161 -3.958 -3.002 0.0 -0.1 0.0
H 0.650 -4.260 1.135 0.0 0.0 0.0
H 2.032 2.962 1.728 0.1 0.2 0.0
H -2.205 3.532 -2.301 0.0 0.0 0.0
H -0.085 5.708 1.815 0.0 0.0 0.0
H 1.055 4.601 2.559 0.0 0.0 0.0
H -1.944 4.558 3.173 0.0 0.0 0.0
H -0.768 5.485 4.129 0.0 -0.1 0.0
H -0.661 3.718 4.064 0.0 0.1 -0.1
H -2.135 5.707 0.669 0.0 0.0 0.0
H -2.837 4.952 -0.741 0.0 0.0 0.0
H -0.142 6.408 -0.636 0.0 0.0 0.0
H -1.608 6.991 -1.453 0.0 0.0 0.0
H -0.744 5.559 -2.057 0.0 0.0 0.0
H 1.467 -4.326 2.922 0.0 0.0 0.0
H 2.633 -3.573 3.958 0.0 0.1 0.1
H 3.232 -4.664 1.166 0.0 0.0 0.0
H 3.706 -5.437 2.695 0.0 0.1 0.0
H 4.416 -3.882 2.212 -0.1 0.0 0.0
H 3.446 0.275 3.754 0.1 -0.1 0.0
H 4.688 -0.500 2.840 0.0 0.0 0.0
H 3.192 -1.751 5.209 0.0 0.0 -0.1
H 4.821 -1.073 5.197 0.0 0.0 0.0
H 4.490 -2.553 4.300 0.0 0.0 0.0
H 0.289 -6.034 -0.035 0.0 0.0 0.0
H -0.809 -6.636 -1.255 0.0 0.0 0.0
H -1.688 -5.472 1.438 0.0 0.0 0.0
H -1.600 -7.206 1.067 0.0 0.0 0.0
H -2.761 -6.164 0.224 0.0 0.0 0.0
N 3.062 2.284 6.412 -0.1 0.1 0.0
C 1.963 2.373 5.589 0.1 -0.1 -0.1
O 0.843 2.448 6.077 0.1 0.1 0.0
C 2.254 2.331 4.113 0.2 0.1 0.1
C 3.582 2.642 3.647 0.1 -0.1 -0.1
C 4.199 2.201 2.423 -0.2 0.3 0.3
C 3.730 1.424 1.415 -0.3 -0.1 0.0
N 2.356 1.036 1.300 0.1 0.4 -0.3
C 1.219 1.960 3.315 -0.1 -0.3 -0.1
H 2.914 2.548 7.369 0.0 0.0 0.1
H 3.979 2.368 6.010 0.0 -0.1 -0.1
H 4.204 3.284 4.264 0.0 0.0 0.0
H 5.227 2.530 2.289 0.1 0.0 0.0
H 4.369 1.166 0.574 -0.1 0.1 0.0
H 0.302 1.554 3.728 0.1 0.2 0.0


2.
111
Properties=species:S:1:pos:R:3:forces:R:3 method="wB97M-V/def2-TZVPD" total_charge=+2 multiplicity=3 total_energy_ev=-160143.68024
W 0.687 0.182 0.205 -1.3 -0.1 -0.5
C 4.763 0.899 -1.529 0.0 -0.1 0.0
C 3.420 0.985 -0.903 -0.2 0.2 0.2
N 2.671 -0.024 -0.595 0.4 0.0 -0.2
N 3.153 -1.293 -0.870 -0.1 0.2 0.1
C 2.271 -2.159 -0.458 0.0 -0.1 0.1
O 1.164 -1.772 0.114 0.4 -0.1 -0.1
C 2.488 -3.602 -0.627 0.0 0.1 0.0
C 3.672 -4.075 -1.193 0.0 0.0 0.0
C 3.855 -5.436 -1.359 0.0 0.0 0.0
C 2.862 -6.324 -0.964 0.0 0.0 0.0
C 1.683 -5.854 -0.401 0.0 0.0 0.0
C 1.492 -4.493 -0.231 0.0 0.0 0.0
C 2.817 2.282 -0.564 -0.2 -0.1 0.1
C 3.430 3.494 -0.826 -0.2 -0.1 0.1
C 2.768 4.665 -0.481 0.0 0.0 0.0
C 1.517 4.582 0.100 -0.1 0.0 0.0
C 0.955 3.336 0.335 0.2 0.0 -0.1
N 1.592 2.200 0.024 0.3 0.0 -0.1
H 5.034 -0.133 -1.723 0.0 0.0 0.0
H 5.509 1.350 -0.871 0.0 0.0 0.0
H 4.772 1.457 -2.466 0.0 0.0 0.0
H 4.440 -3.377 -1.494 0.0 0.0 0.0
H 4.772 -5.809 -1.794 0.0 0.0 0.0
H 3.009 -7.388 -1.093 0.0 0.0 0.0
H 0.916 -6.550 -0.091 0.0 0.0 0.0
H 0.578 -4.114 0.206 0.0 0.0 0.0
H 4.404 3.523 -1.288 0.0 0.0 0.0
H 3.228 5.625 -0.670 0.0 0.0 0.0
H 0.963 5.467 0.378 0.0 0.0 0.0
H -0.023 3.230 0.777 0.0 0.0 0.0
C -3.101 1.619 -5.012 0.0 0.0 0.0
C -1.731 2.227 -4.830 0.0 0.1 0.0
C -0.720 1.806 -5.870 0.0 0.0 0.0
O -1.206 1.933 -3.469 0.0 0.0 0.0
P -1.088 0.591 -2.713 -0.1 -0.3 0.0
O 0.089 0.621 -1.777 0.2 0.2 0.1
C -2.574 0.361 -1.732 0.0 0.0 0.1
P -2.465 -1.105 -0.688 -0.1 -0.1 -0.1
O -1.152 -1.070 0.020 0.3 0.2 0.3
O -2.558 -2.357 -1.599 0.1 0.0 0.0
C -3.723 -3.162 -2.032 0.0 0.0 -0.1
C -4.218 -4.021 -0.893 0.0 0.0 0.0
C -4.776 -2.278 -2.658 0.0 0.0 0.0
O -3.722 -1.150 0.232 0.1 0.1 0.0
C -3.843 -0.286 1.429 0.0 0.0 0.0
C -5.253 0.253 1.431 0.0 0.0 0.0
C -3.492 -1.121 2.637 0.0 0.0 0.0
O -1.001 -0.574 -3.742 0.0 0.1 -0.1
C -0.046 -1.714 -3.649 -0.1 0.0 0.1
C 1.325 -1.258 -4.088 0.0 0.0 0.0
C -0.629 -2.800 -4.519 0.0 0.0 0.0
H -3.503 1.936 -5.975 0.0 0.0 0.0
H -3.793 1.955 -4.240 0.0 0.0 0.0
H -3.054 0.529 -5.021 0.0 0.0 0.0
H -1.804 3.312 -4.796 0.0 0.0 0.0
H -0.682 0.723 -5.975 0.0 0.0 0.0
H 0.272 2.181 -5.623 0.0 0.0 0.0
H -1.012 2.231 -6.830 0.0 0.0 0.0
H -3.461 0.327 -2.364 0.0 0.0 0.0
H -2.635 1.228 -1.065 -0.1 0.0 0.0
H -3.272 -3.794 -2.797 0.0 0.0 0.0
H -4.755 -3.436 -0.151 0.0 0.0 0.0
H -3.388 -4.537 -0.411 0.0 0.0 0.0
H -4.896 -4.775 -1.293 0.0 0.0 0.0
H -5.218 -1.602 -1.925 0.0 0.0 0.0
H -5.576 -2.904 -3.051 0.0 0.0 0.0
H -4.366 -1.705 -3.491 0.0 0.0 0.0
H -3.117 0.522 1.308 0.0 0.0 0.0
H -5.973 -0.565 1.441 0.0 0.0 0.0
H -5.445 0.878 0.559 0.0 0.0 0.0
H -5.414 0.853 2.326 0.0 0.0 0.0
H -4.221 -1.920 2.779 0.0 0.0 0.0
H -3.494 -0.493 3.528 0.0 0.0 0.0
H -2.501 -1.562 2.531 0.0 0.0 0.0
H -0.048 -2.022 -2.599 0.1 0.0 0.0
H 1.305 -0.927 -5.127 0.0 0.0 0.0
H 2.016 -2.098 -4.011 0.0 0.0 0.0
H 1.704 -0.452 -3.461 0.0 0.0 0.0
H -0.717 -2.458 -5.550 0.0 0.0 0.0
H -1.610 -3.103 -4.161 0.0 0.0 0.0
H 0.029 -3.668 -4.500 0.0 0.0 0.0
Br 5.100 5.091 4.089 0.0 0.0 0.0
C 3.705 4.238 5.031 0.0 0.0 0.0
C 4.007 3.386 6.084 -0.1 0.0 0.0
C 2.970 2.772 6.768 0.0 0.0 -0.1
C 1.653 2.964 6.363 0.0 -0.1 0.2
C 1.357 3.853 5.338 0.0 0.1 0.0
C 2.389 4.497 4.677 0.1 0.0 0.0
N 0.669 2.265 7.149 0.0 0.1 0.0
N -0.281 1.659 6.644 0.0 0.0 -0.3
C -0.406 1.545 5.209 0.0 0.0 0.2
C -1.537 2.013 4.598 0.1 0.0 0.0
C -1.703 1.945 3.198 0.2 0.1 -0.1
C -0.738 1.353 2.420 0.0 -0.1 0.1
O -0.792 1.255 1.073 0.2 0.1 0.1
C 0.383 0.768 3.068 0.0 0.0 -0.1
N 1.271 0.119 2.247 0.1 -0.1 0.1
C 2.364 -0.427 2.763 -0.3 0.0 0.1
C 2.626 -0.387 4.140 -0.1 0.0 -0.1
C 1.736 0.234 4.977 0.0 0.0 0.0
C 0.577 0.854 4.451 0.1 0.0 0.0
H 5.033 3.222 6.380 0.0 0.0 0.0
H 3.173 2.130 7.614 0.0 0.0 0.0
H 0.335 4.074 5.065 0.0 0.0 0.0
H 2.173 5.207 3.890 0.0 0.0 0.0
H -2.297 2.490 5.202 0.0 0.0 0.0
H -2.574 2.390 2.736 0.0 0.0 0.0
H 3.035 -0.936 2.082 0.0 0.0 0.0
H 3.519 -0.863 4.518 0.0 0.0 0.0
H 1.910 0.240 6.044 0.0 0.0 0.0


3.
110
Properties=species:S:1:pos:R:3:forces:R:3 method="wB97M-V/def2-TZVPD" multiplicity=7 total_energy_ev=-140328.86886
Eu 14.179 17.049 10.977 -1.3 1.4 0.5
O 17.001 18.375 11.128 -1.6 0.9 -0.1
C 16.277 19.410 10.970 -0.1 -2.5 -0.4
O 15.010 19.318 10.667 1.3 -0.9 0.1
C 16.944 20.715 11.128 -2.0 1.0 0.5
C 18.288 20.804 10.977 3.0 1.5 -0.2
C 18.900 22.053 11.213 -2.2 0.2 0.0
C 18.173 23.242 11.480 0.8 -1.4 -0.4
C 16.822 23.148 11.590 -1.7 -1.0 0.8
C 16.205 21.863 11.506 0.2 0.8 -1.1
P 14.391 21.723 11.578 -0.4 -1.3 1.5
C 13.733 22.504 10.104 -0.4 -0.3 -0.4
C 13.568 23.860 10.015 -0.8 2.0 -0.2
C 12.815 24.478 8.996 0.0 0.8 -0.8
C 12.309 23.700 7.926 1.2 -0.5 1.9
C 12.445 22.300 8.087 -0.5 0.4 -1.7
C 13.142 21.695 9.107 0.8 0.8 0.3
C 13.972 22.787 12.990 0.5 0.1 -0.8
C 14.878 23.076 13.994 2.5 -1.4 -0.9
C 14.597 23.895 15.033 -0.6 0.2 0.9
C 13.338 24.407 15.169 -1.5 -0.2 -0.9
C 12.352 24.078 14.192 0.1 1.3 1.7
C 12.684 23.263 13.131 -0.6 0.7 0.9
H 18.999 20.033 10.609 -1.2 0.2 0.6
H 19.931 22.071 11.178 2.1 0.3 -0.3
H 18.605 24.215 11.556 0.7 0.3 0.1
H 16.207 24.023 11.901 0.5 -0.8 -0.6
H 14.003 24.561 10.735 -0.1 -0.5 0.1
H 12.689 25.610 9.043 0.3 -1.7 -0.3
H 12.014 24.096 6.960 -0.6 0.1 0.4
H 12.002 21.693 7.287 0.4 0.0 0.3
H 13.442 20.661 9.039 -0.6 -0.3 0.3
H 15.923 22.647 13.997 -1.3 0.4 -0.4
H 15.342 24.079 15.771 0.5 0.2 0.5
H 13.116 24.971 16.052 -0.3 0.5 0.1
H 11.340 24.552 14.295 1.0 -0.8 -0.2
H 11.864 23.017 12.503 -0.2 -0.3 -1.0
S 13.623 15.631 8.675 0.3 0.5 -0.5
C 13.547 14.184 9.521 0.2 -0.8 2.9
N 12.760 13.172 9.092 -1.0 0.6 -0.6
N 12.848 12.150 9.896 1.2 -1.2 0.4
C 12.054 11.031 9.869 -0.3 -0.7 0.3
C 12.519 9.799 10.438 0.4 2.0 0.1
C 11.900 8.669 10.019 -2.1 -1.1 0.0
C 10.677 8.700 9.258 1.9 -0.3 0.1
C 10.168 9.945 8.892 -0.7 -1.8 0.0
C 10.799 11.092 9.274 0.8 1.0 0.0
N 14.133 13.895 10.778 0.0 0.8 -1.8
N 14.917 14.837 11.269 0.1 1.3 -1.2
C 16.055 14.429 11.902 0.7 -0.4 1.4
C 16.111 13.109 12.366 -0.2 -0.7 -0.5
C 17.277 12.691 13.012 -0.1 -1.2 -0.5
C 18.311 13.543 13.323 -0.5 1.5 -0.7
C 18.235 14.869 12.880 -0.6 0.2 -0.1
C 17.142 15.329 12.169 -1.5 -0.1 0.2
H 13.784 12.068 10.307 -0.4 -0.1 0.5
H 13.260 9.853 11.264 -0.1 -0.3 -1.1
H 12.205 7.702 10.395 0.2 0.0 0.0
H 10.273 7.711 8.956 0.0 1.1 0.1
H 9.276 9.955 8.289 -0.3 0.3 0.1
H 10.406 12.085 9.134 -0.2 0.1 -0.6
H 15.191 12.468 12.136 1.9 0.7 0.6
H 17.516 11.635 13.132 -0.7 0.0 0.5
H 19.134 13.240 13.916 0.7 -0.5 0.2
H 18.983 15.614 13.062 0.5 0.0 0.3
H 17.033 16.415 11.971 0.3 -0.9 -0.3
C 16.207 18.641 14.657 1.5 -0.6 0.7
C 15.076 17.977 15.406 -1.1 0.1 0.0
S 13.642 17.645 14.332 0.2 1.0 0.0
O 14.116 16.558 13.362 0.0 0.4 -0.5
C 12.743 16.791 15.594 0.4 -0.7 2.3
C 11.294 16.665 15.308 -1.8 0.9 -1.9
H 17.074 18.752 15.380 -1.0 0.2 -0.9
H 15.928 19.607 14.229 -0.1 0.0 0.3
H 16.590 18.040 13.838 0.0 -0.2 -0.1
H 14.723 18.690 16.166 -0.2 -0.3 -0.1
H 15.129 16.974 15.872 1.2 0.6 -0.2
H 12.875 17.353 16.587 0.2 -0.8 -1.5
H 13.230 15.779 15.637 -0.2 0.9 0.2
H 10.870 17.634 14.951 0.4 -0.4 0.2
H 10.600 16.387 16.090 0.5 -0.4 0.6
H 11.126 15.985 14.467 0.0 0.0 0.1
C 13.229 18.715 4.757 0.2 -0.9 -0.4
S 13.535 17.306 3.619 0.6 0.2 1.0
C 15.013 16.682 4.495 -0.1 -1.1 -0.9
H 12.161 18.741 4.901 -0.2 0.3 0.3
H 13.612 19.615 4.319 0.0 0.6 -0.2
H 13.779 18.510 5.678 -0.4 0.1 0.0
H 14.822 16.372 5.541 0.0 0.5 -0.5
H 15.871 17.353 4.376 -0.3 -0.1 0.3
H 15.237 15.749 3.940 0.2 0.4 0.4
C 7.312 15.429 12.612 0.9 -0.3 -0.7
C 8.304 16.610 12.730 1.2 -1.7 0.5
O 9.536 16.309 11.910 -0.2 1.2 0.7
P 10.246 17.599 11.172 -2.6 0.1 0.7
O 11.736 17.514 11.198 2.8 -0.9 0.0
Te 8.984 18.030 9.312 0.0 -0.4 -1.7
O 9.810 18.790 12.169 0.5 0.7 0.3
C 10.014 20.208 11.715 -1.7 -2.1 0.8
C 8.768 20.811 11.082 0.4 0.8 -0.4
H 6.516 15.527 13.363 0.2 0.0 -0.3
H 7.857 14.459 12.792 -0.5 1.0 -0.1
H 6.895 15.369 11.590 0.0 0.1 0.5
H 8.692 16.575 13.778 -0.4 0.5 -0.7
H 7.918 17.596 12.470 -0.1 -0.3 0.0
H 10.880 20.165 11.082 0.5 0.6 -0.2
H 10.104 20.696 12.662 1.0 0.4 0.5
H 8.968 20.996 10.041 0.0 0.2 -0.4
H 8.562 21.773 11.557 0.0 0.0 0.1
H 7.860 20.230 11.080 0.0 -0.5 0.4


4.
107
Properties=species:S:1:pos:R:3:forces:R:3 method="wB97M-V/def2-TZVPD" total_charge=-1 multiplicity=4 total_energy_ev=-144227.96096
V 0.233 -0.487 0.282 0.9 -1.7 0.1
O 4.748 -0.972 -0.240 0.0 0.0 0.0
C 5.046 0.334 -0.344 0.0 0.0 0.0
C 6.377 0.682 -0.592 0.0 0.0 0.0
C 6.745 2.007 -0.705 0.0 0.0 0.0
C 5.796 3.018 -0.572 0.0 0.0 0.0
C 4.479 2.677 -0.330 0.0 0.0 0.0
C 4.077 1.345 -0.216 0.0 0.0 0.1
C 2.647 1.004 0.009 0.0 -0.1 0.0
O 2.340 -0.258 0.084 0.0 0.6 0.0
N 1.790 2.003 0.065 0.0 0.1 -0.2
N 0.514 1.483 0.162 -0.3 0.0 -0.1
C -0.593 2.146 0.155 0.1 0.4 1.0
S -3.120 3.194 2.588 0.0 -0.1 0.1
C -2.594 4.687 1.730 0.1 0.2 0.1
C -2.121 4.528 0.288 -0.1 -0.2 0.0
S -0.434 3.916 0.093 0.2 0.1 -0.1
H 3.769 -1.004 -0.063 0.0 0.0 0.0
H 7.101 -0.117 -0.688 0.0 0.0 0.0
H 7.782 2.258 -0.896 0.0 0.0 0.0
H 6.084 4.057 -0.656 0.0 0.0 0.0
H 3.718 3.438 -0.218 0.0 0.0 0.0
H -1.807 5.155 2.326 0.0 0.1 0.0
H -3.457 5.358 1.748 0.0 0.0 0.0
H -2.121 5.523 -0.164 0.1 -0.1 -0.1
H -2.792 3.898 -0.296 -0.1 0.0 0.1
C -1.923 -6.298 -0.586 0.0 0.0 0.0
C -2.593 -5.461 0.498 0.0 0.0 0.0
S -2.139 -3.702 0.487 0.0 0.0 0.0
C -1.248 -3.506 2.046 0.0 0.0 -0.1
C 0.188 -4.020 2.110 -0.1 -0.1 0.0
S 1.324 -3.257 0.912 -0.3 0.2 0.0
C 1.757 -4.635 -0.181 0.1 0.0 -0.1
C 0.679 -5.212 -1.094 0.0 -0.1 0.0
S -0.164 -6.644 -0.339 0.0 0.0 0.0
H -2.064 -5.846 -1.569 0.0 0.0 0.0
H -2.395 -7.283 -0.622 0.0 0.0 0.0
H -2.371 -5.873 1.483 0.0 0.0 0.0
H -3.676 -5.509 0.359 0.0 0.0 0.0
H -1.843 -3.966 2.839 0.0 0.0 0.0
H -1.251 -2.429 2.222 0.0 0.0 0.0
H 0.226 -5.099 1.963 0.0 0.0 0.0
H 0.584 -3.791 3.101 0.0 0.0 0.0
H 2.213 -5.427 0.417 0.0 0.0 0.0
H 2.558 -4.212 -0.792 0.0 0.0 0.0
H 1.137 -5.555 -2.023 0.0 0.0 0.0
H -0.069 -4.463 -1.331 0.0 0.0 0.0
C 0.189 -0.590 2.418 -0.1 0.2 0.0
C 0.118 -0.665 3.638 0.0 0.0 0.0
C 0.026 -0.758 5.062 0.0 0.0 0.0
C -0.565 -1.869 5.676 0.0 0.0 0.0
C -0.663 -1.954 7.056 0.0 0.0 0.0
C -0.178 -0.930 7.859 0.0 0.0 0.0
C 0.407 0.181 7.263 0.0 0.0 0.0
C 0.509 0.268 5.885 0.0 0.0 0.0
H -0.950 -2.666 5.051 0.0 0.0 0.0
H -1.124 -2.824 7.507 0.0 0.0 0.0
H -0.256 -0.995 8.937 0.0 0.0 0.0
H 0.789 0.986 7.879 0.0 0.0 0.0
H 0.969 1.130 5.419 0.0 0.0 0.0
C 3.027 2.879 -6.441 0.0 0.0 0.0
C 1.548 3.089 -6.141 0.0 0.0 0.0
N 1.071 2.312 -4.998 0.1 0.0 0.0
C 0.908 3.050 -3.749 -0.1 0.0 0.0
C 2.234 3.378 -3.080 0.0 0.0 0.0
C 0.894 0.989 -5.223 -0.1 -0.1 0.0
O 1.059 0.527 -6.350 0.1 0.0 0.0
C 0.431 0.024 -4.152 0.0 0.1 0.1
C -0.280 -1.067 -4.639 -0.1 0.0 -0.1
C -0.724 -2.043 -3.771 0.0 0.0 0.0
C -0.452 -1.901 -2.424 0.0 0.1 0.1
N 0.244 -0.875 -1.935 0.1 0.3 -0.1
C 0.693 0.062 -2.783 0.0 -0.2 -0.1
H 3.330 3.505 -7.283 0.0 0.0 0.0
H 3.211 1.839 -6.703 0.0 0.0 0.0
H 3.644 3.139 -5.581 0.0 0.0 0.0
H 0.956 2.812 -7.014 0.0 0.0 0.0
H 1.351 4.138 -5.914 0.0 0.0 0.0
H 0.236 2.515 -3.082 0.1 -0.1 0.0
H 0.390 3.980 -3.998 -0.1 0.0 0.0
H 2.879 2.499 -3.026 0.0 0.0 0.0
H 2.069 3.725 -2.064 0.0 0.1 0.1
H 2.769 4.151 -3.638 0.0 0.0 0.0
H -0.462 -1.127 -5.703 0.0 0.0 0.0
H -1.284 -2.898 -4.125 0.0 0.0 0.0
H -0.820 -2.607 -1.691 0.0 0.0 0.0
H 1.292 0.839 -2.326 0.0 0.1 0.0
C -1.617 2.737 3.485 0.0 -0.1 -0.1
Si -1.946 0.650 -0.015 -0.1 0.4 -0.8
C -2.513 1.443 -1.667 -0.3 -0.6 -0.4
C -3.600 0.329 0.855 0.1 0.4 0.5
C -3.560 -0.206 2.150 -0.1 -0.1 -0.1
C -4.718 -0.576 2.815 0.0 0.0 0.0
C -5.951 -0.446 2.184 0.0 0.0 0.0
C -6.011 0.062 0.896 0.0 0.0 0.0
C -4.846 0.455 0.245 0.0 0.0 0.0
H -1.301 3.555 4.133 0.0 0.0 0.0
H -0.815 2.447 2.811 0.0 0.0 0.0
H -1.869 1.872 4.098 0.0 0.0 0.0
H -3.175 2.303 -1.533 0.0 0.0 0.0
H -3.058 0.708 -2.271 0.0 0.1 -0.1
H -1.641 1.768 -2.239 -0.1 0.0 0.0
H -2.594 -0.344 2.631 0.0 0.0 0.0
H -4.661 -0.976 3.821 0.0 0.0 0.0
H -6.859 -0.744 2.694 0.0 0.0 0.0
H -6.969 0.161 0.397 0.0 0.0 0.0
H -4.917 0.868 -0.755 0.0 0.0 0.0